1.
129
Properties=species:S:1:pos:R:3 method="wB97M-V/def2-TZVPD" energy_ha=-4468.662353 homo_lumo_gap_ha="0.3123 / 0.3653" multiplicity=2
C -2.7239 2.9305 -1.0103
C -3.4317 1.6429 -1.4017
O -3.3918 0.6925 -0.3333
P -2.6282 -0.6991 -0.3202
O -3.2711 -1.6448 0.5923
C -0.9284 -0.3210 0.1612
C -0.2614 -1.4533 0.9621
C 1.2505 -1.2668 1.2165
C 1.4604 0.1475 1.8027
O 1.5228 1.1529 0.8076
C 2.7578 1.8245 0.6586
C 2.0929 -1.4616 -0.0578
C 2.6577 -2.8701 -0.2992
C 3.6171 -2.8070 -1.4852
C 1.5828 -3.9284 -0.5928
N 3.4499 -3.3120 0.8826
O 3.9077 -4.5008 0.8043
C 3.1348 -2.7663 2.2405
C 4.1480 -1.6549 2.5280
C 3.3121 -3.8613 3.2842
C 1.6739 -2.2994 2.2734
O -2.6410 -1.1412 -1.8608
C -1.5029 -1.6470 -2.5727
C -0.6680 -0.5846 -3.2897
H -1.6822 2.9390 -1.3375
H -3.2095 3.7802 -1.4919
H -2.7468 3.0825 0.0678
H -4.4829 1.8207 -1.6302
H -2.9772 1.2251 -2.2940
H -1.0428 0.5548 0.8049
H -0.3157 0.0182 -0.6740
H -0.7663 -1.5040 1.9304
H -0.4409 -2.4243 0.4960
H 2.3455 0.1868 2.4417
H 0.6029 0.3720 2.4480
H 2.7200 2.8099 1.1319
H 3.5832 1.2613 1.1031
H 2.9611 1.9542 -0.4056
H 1.5167 -1.1996 -0.9467
H 2.9352 -0.7663 -0.0468
H 3.0627 -2.5722 -2.3966
H 4.3801 -2.0413 -1.3359
H 4.1062 -3.7713 -1.6167
H 0.7948 -3.5028 -1.2108
H 1.1316 -4.3257 0.3149
H 2.0221 -4.7702 -1.1257
H 4.0107 -1.2718 3.5385
H 4.0908 -0.8363 1.8128
H 5.1537 -2.0732 2.4578
H 4.3338 -4.2333 3.2990
H 2.6408 -4.6991 3.0999
H 3.0796 -3.4364 4.2628
H 1.4807 -1.8941 3.2729
H 1.0420 -3.1863 2.1869
H -0.8948 -2.2284 -1.8805
H -1.9170 -2.3515 -3.2914
H -1.0525 0.4217 -3.1336
H 0.3656 -0.5975 -2.9426
H -0.6564 -0.7509 -4.3668
C -8.1413 5.8391 -3.6012
C -6.9510 6.3921 -4.3488
O -6.0235 7.0475 -3.4439
C -5.2079 6.2529 -2.7781
O -5.1359 5.0599 -2.8427
C -4.2682 7.0931 -1.8782
F -4.9398 8.0204 -1.1950
F -3.3537 7.7122 -2.6370
F -3.6333 6.3103 -1.0140
H -8.6396 6.6274 -3.0374
H -8.8522 5.4218 -4.3146
H -7.8400 5.0489 -2.9155
H -7.2376 7.1778 -5.0431
H -6.4130 5.6141 -4.8889
C -0.8942 2.8226 -9.2799
C -0.5006 1.9915 -8.0816
O -1.1568 2.4669 -6.8770
C -2.4079 2.0763 -6.7074
O -3.0571 1.3661 -7.4167
C -2.9565 2.6462 -5.3765
F -2.6759 3.9426 -5.2409
F -2.3882 1.9890 -4.3474
F -4.2674 2.4823 -5.3006
H -0.6716 3.8751 -9.1055
H -0.3291 2.4895 -10.1505
H -1.9554 2.7154 -9.4983
H 0.5588 2.0828 -7.8558
H -0.7498 0.9399 -8.2176
C 0.9779 -1.0873 9.4735
C 2.4542 -1.2705 9.2126
O 2.7830 -0.9611 7.8320
C 2.9155 0.3205 7.5417
O 2.8126 1.2570 8.2767
C 3.2832 0.4778 6.0458
F 2.4977 -0.2794 5.2663
F 4.5511 0.0933 5.8443
F 3.1601 1.7386 5.6588
H 0.3889 -1.6966 8.7882
H 0.7515 -1.3985 10.4934
H 0.6871 -0.0442 9.3607
H 2.7613 -2.3067 9.3283
H 3.0632 -0.6413 9.8601
C 6.3994 -6.1493 -0.3414
C 6.4865 -6.7505 -1.7225
O 7.2624 -7.9791 -1.7214
C 6.6258 -9.0681 -1.3318
O 5.4815 -9.1738 -1.0023
C 7.5842 -10.2831 -1.3979
F 8.7678 -10.0101 -0.8418
F 7.7964 -10.6227 -2.6778
F 7.0583 -11.3275 -0.7715
H 7.3991 -5.9834 0.0622
H 5.8735 -5.1976 -0.3878
H 5.8451 -6.7956 0.3368
H 7.0252 -6.1050 -2.4124
H 5.5008 -6.9671 -2.1334
C -5.3388 2.5989 1.7942
C -4.5579 2.8049 3.0679
O -4.2501 4.2106 3.2693
C -5.2197 4.9540 3.7681
O -6.3157 4.6088 4.0992
C -4.7295 6.4155 3.9195
F -4.1066 6.8431 2.8181
F -3.8680 6.5007 4.9433
F -5.7502 7.2270 4.1650
H -4.7980 3.0174 0.9471
H -5.4696 1.5312 1.6177
H -6.3190 3.0709 1.8500
H -3.5821 2.3271 3.0213
H -5.0936 2.4366 3.9416

2.
24
Properties=species:S:1:pos:R:3 method="wB97M-V/def2-TZVPD" energy_ha=-520.120079 charge=+1 homo_lumo_gap_ha="0.1969 / 0.2522" multiplicity=5
C -2.0663 1.6333 0.5985
Pt 1.6394 0.0258 -0.4432
N 1.5763 -1.9879 -0.5345
H 0.4345 0.3144 -1.4476
H 2.5938 -2.1200 -0.5339
H -2.6682 0.6950 0.4117
H -2.2904 2.4098 -0.1785
H -0.8985 1.5436 0.5028
H -2.5645 2.1806 1.4980
H 1.1725 -2.6436 0.1246
H 1.2486 -2.2702 -1.4418
N -0.4951 -1.9860 1.7647
C 0.3766 -1.1736 2.5051
C 0.6788 -1.4314 3.8916
C 1.6818 -0.6526 4.4958
C 2.2803 0.3866 3.7839
C 1.9127 0.5642 2.4442
N 1.1446 -0.3234 1.7749
H -1.0161 -1.5320 0.9986
H -1.1125 -2.5779 2.3088
H 0.1292 -2.2590 4.3806
H 1.9229 -0.8061 5.5441
H 3.0454 1.0351 4.1996
H 2.3032 1.3108 1.7522